2 unconnected molecules or ions with the total composition ClHNP, computed with ωB97M-V/def2-TZVPD.

Geometry as ORCA input:
```
! RIJCOSX wB97M-V def2-TZVPD def2/J DEFGRID3
* xyz 0 1
Cl 2.60 0.43 -0.58
H -2.01 -0.09 0.32
N 0.15 -0.66 0.48
P -0.74 0.33 -0.21
*
```

Calculated values
HOMO (alpha / beta) = -11.38 / -10.06 eV
energy above the lowest of the compared OMol25 structures with the same formula, charge and spin = 92.48 kcal/mol
electronic energy = -856.740370 hartree

2 unconnected molecules or ions with the total composition ClHO3, computed with ωB97M-V/def2-TZVPD.

Geometry as ORCA input:
```
! RIJCOSX wB97M-V def2-TZVPD def2/J DEFGRID3
* xyz 0 1
O -1.09 -0.76 0.56
H -0.58 1.52 -0.36
O 1.17 -0.63 0.99
Cl 0.19 -0.73 -0.13
O 0.31 0.61 -1.06
*
```

Calculated values
HOMO = -11.41 eV
energy above the lowest of the compared OMol25 structures with the same formula, charge and spin = 53.34 kcal/mol
electronic energy = -686.192914 hartree

A molecular structure, ClHg5O16S3, computed with ωB97M-V/def2-TZVPD.

Geometry as ORCA input:
```
! RIJCOSX wB97M-V def2-TZVPD def2/J DEFGRID3
* xyz 3 1
Hg -0.94 -7.83 -20.84
O 2.88 -9.59 -21.68
O 12.28 -5.78 -24.68
O 9.77 -12.64 -27.43
O 4.17 -8.49 -28.31
O 9.81 -14.49 -26.05
O 6.06 -7.90 -29.31
O 4.44 -10.75 -20.42
Hg 8.23 -9.78 -24.91
O 10.24 -4.78 -25.66
S 4.14 -10.19 -21.70
Hg 4.20 -13.29 -16.39
O 9.33 -14.82 -28.35
O 10.88 -7.12 -26.02
S 10.89 -5.94 -25.12
Cl 4.88 -7.32 -28.67
Hg 7.46 -5.52 -21.05
O 5.02 -8.95 -22.13
Hg 3.27 -13.36 -26.88
O 7.76 -13.71 -26.86
O 4.26 -11.03 -22.87
S 9.13 -13.94 -27.26
O 10.08 -6.42 -24.00
O 5.61 -7.00 -27.53
O 4.47 -6.23 -29.66
*
```

Calculated values
HOMO = -16.15 eV
energy above the lowest of the compared OMol25 structures with the same formula, charge and spin = 316.17 kcal/mol
electronic energy = -3623.246163 hartree

2 unconnected molecules or ions with the total composition ClI, computed with ωB97M-V/def2-TZVPD.

Geometry as ORCA input:
```
! RIJCOSX wB97M-V def2-TZVPD def2/J DEFGRID3
* xyz -2 1
Cl 2.05 -3.52 5.19
I 0.00 0.00 0.00
*
```

Calculated values
HOMO = -1.00 eV
electronic energy = -757.964305 hartree

A molecular structure, ClKLiMg, computed with ωB97M-V/def2-TZVPD.

Geometry as ORCA input:
```
! RIJCOSX wB97M-V def2-TZVPD def2/J DEFGRID3
* xyz 2 2
Mg 2.69 24.34 -13.04
K 1.76 19.46 -13.62
Li -0.78 23.13 -13.92
Cl 1.49 22.36 -13.02
*
```

Calculated values
HOMO (alpha / beta) = -14.44 / -19.67 eV
electronic energy = -1267.263891 hartree

A molecular structure, ClKO8S, computed with ωB97M-V/def2-TZVPD.

Geometry as ORCA input:
```
! RIJCOSX wB97M-V def2-TZVPD def2/J DEFGRID3
* xyz -2 1
O 4.93 2.61 0.11
O -4.22 -0.75 -0.57
O 3.71 0.98 1.22
O -4.63 -1.58 -2.66
O 2.91 2.87 0.61
S -4.05 -1.93 -1.40
Cl 4.17 2.33 1.18
K -0.15 -1.76 1.79
O -2.66 -2.21 -1.73
O -4.62 -3.32 -1.00
O 4.60 2.75 2.44
*
```

Calculated values
HOMO = 0.10 eV
energy above the lowest of the compared OMol25 structures with the same formula, charge and spin = 108.54 kcal/mol
electronic energy = -2059.913544 hartree

A molecular structure, ClMn, computed with ωB97M-V/def2-TZVPD.

Geometry as ORCA input:
```
! RIJCOSX wB97M-V def2-TZVPD def2/J DEFGRID3
* xyz 1 6
Cl 26.17 26.64 -5.46
Mn 24.46 26.50 -5.55
*
```

Calculated values
HOMO (alpha / beta) = -16.88 / -18.95 eV
energy above the lowest of the compared OMol25 structures with the same formula, charge and spin = 57.56 kcal/mol
electronic energy = -1610.789518 hartree

A molecular structure, ClNi2, computed with ωB97M-V/def2-TZVPD.

Geometry as ORCA input:
```
! RIJCOSX wB97M-V def2-TZVPD def2/J DEFGRID3
* xyz 2 6
Ni 1.84 -1.03 -1.45
Cl 0.21 0.03 0.20
Ni -2.05 1.00 1.24
*
```

Calculated values
HOMO (alpha / beta) = -17.37 / -20.53 eV
electronic energy = -3475.858266 hartree

A molecular structure, ClO4Tl2, computed with ωB97M-V/def2-TZVPD.

Geometry as ORCA input:
```
! RIJCOSX wB97M-V def2-TZVPD def2/J DEFGRID3
* xyz 4 2
O -2.21 25.52 -19.75
Tl -1.15 26.18 -22.46
O -3.02 24.51 -17.65
O -4.43 25.11 -19.58
Tl -7.15 24.45 -20.62
O -2.72 23.34 -19.59
Cl -3.12 24.58 -19.11
*
```

Calculated values
HOMO (alpha / beta) = -29.36 / -27.97 eV
electronic energy = -1103.504680 hartree

A molecular structure, Cr2F4H18O13P2, computed with ωB97M-V/def2-TZVPD.

Geometry as ORCA input:
```
! RIJCOSX wB97M-V def2-TZVPD def2/J DEFGRID3
* xyz 4 7
O -10.75 10.53 16.66
H -7.34 9.24 15.80
H -10.61 11.27 14.29
H -9.29 10.95 13.56
Cr -10.06 8.86 15.78
H -12.06 8.90 13.96
H -7.97 10.44 16.56
F -10.35 12.85 17.04
H -13.52 9.98 20.87
O -9.76 8.53 17.75
O -14.49 10.03 15.35
H -13.72 11.50 21.11
H -13.52 13.60 16.80
O -11.99 9.00 14.93
F -10.88 7.09 19.43
O -8.20 9.64 16.05
O -11.18 11.50 18.99
O -9.92 10.60 14.22
P -11.27 11.66 17.50
H -13.42 8.46 17.26
P -9.97 8.31 19.23
O -9.76 12.76 20.75
O -10.56 9.40 20.14
O -13.74 14.52 16.95
O -12.78 8.86 17.86
Cr -11.06 11.07 21.00
H -13.29 9.01 18.67
H -14.35 10.99 15.40
F -8.62 7.87 19.85
H -12.88 9.34 15.21
H -9.17 13.96 17.51
H -14.17 14.82 16.14
H -9.97 13.69 20.53
F -12.73 12.00 17.11
O -13.04 10.82 20.90
H -15.44 9.92 15.53
O -8.66 14.67 17.92
H -9.12 14.88 18.74
H -8.79 12.75 20.91
*
```

Calculated values
HOMO (alpha / beta) = -21.04 / -21.04 eV
energy above the lowest of the compared OMol25 structures with the same formula, charge and spin = 0.00 kcal/mol
electronic energy = -4158.648400 hartree

A molecular structure, Cr2F4H24O16P2, computed with ωB97M-V/def2-TZVPD.

Geometry as ORCA input:
```
! RIJCOSX wB97M-V def2-TZVPD def2/J DEFGRID3
* xyz 4 7
O 0.03 19.34 -3.91
H 4.11 18.59 0.27
O 0.34 22.02 -2.97
H 3.45 22.43 -2.26
F 1.33 17.44 -4.58
P 1.41 18.94 -4.37
H 5.48 21.60 -1.07
F 1.66 19.52 -5.72
P 0.99 19.90 -0.55
F 1.00 18.83 0.51
H -1.71 22.59 0.84
O 2.95 22.86 0.99
H -2.82 20.86 -0.96
O 3.42 21.65 -2.84
H 0.64 22.84 -2.55
O 2.62 19.23 -3.54
H 2.32 16.16 -1.96
O -1.22 17.50 -2.36
O -1.24 17.78 1.58
O -2.31 21.89 1.09
H 0.18 20.95 3.45
O 0.19 20.05 3.10
H 3.03 21.94 -3.68
O -2.59 18.97 -0.09
H 4.33 17.32 -0.57
F 0.79 21.17 0.27
O 4.83 20.92 -0.81
H -0.75 16.85 -2.91
Cr 4.03 19.69 -2.18
H -0.77 18.54 1.95
O 1.69 16.82 -1.64
H -1.98 18.42 0.45
Cr -1.56 19.48 -2.79
H 4.84 20.91 0.17
H 0.90 20.02 2.47
H 0.29 22.24 -3.91
O -0.18 19.66 -1.41
H 1.26 16.38 -0.90
H -1.88 21.91 -1.63
H -1.62 17.00 -1.62
H 2.67 23.69 1.39
O 2.35 20.01 -1.12
O 4.09 18.26 -0.64
H -3.46 18.82 0.31
H 2.21 22.53 0.48
H -1.76 21.10 1.17
H -0.72 17.01 1.86
O -2.33 21.06 -1.80
*
```

Calculated values
HOMO (alpha / beta) = -22.04 / -22.04 eV
energy above the lowest of the compared OMol25 structures with the same formula, charge and spin = 0.00 kcal/mol
electronic energy = -4388.095318 hartree

A molecular structure, CrH12O6, computed with ωB97M-V/def2-TZVPD.

Geometry as ORCA input:
```
! RIJCOSX wB97M-V def2-TZVPD def2/J DEFGRID3
* xyz 3 4
H 2.20 -1.03 -0.61
H 0.22 -0.77 2.61
Cr -0.05 -0.05 -0.08
O -1.41 -1.51 -0.03
H -1.63 1.26 1.56
H -1.75 1.91 0.21
H 1.32 -2.25 -0.55
H 1.52 -0.80 1.98
O 1.29 -1.28 -0.71
H -2.14 -1.61 0.62
O 1.40 1.46 -0.09
O -0.70 0.75 -1.77
O -1.28 1.18 0.71
H 2.10 1.83 0.48
H -1.77 -2.11 -0.66
H -1.36 0.54 -2.43
H 0.17 0.77 -2.35
H 1.28 2.27 -0.64
O 0.60 -0.56 1.77
*
```

Calculated values
HOMO (alpha / beta) = -25.81 / -26.08 eV
energy above the lowest of the compared OMol25 structures with the same formula, charge and spin = 11.43 kcal/mol
electronic energy = -1501.988112 hartree

A molecular structure, CrH14O7, computed with ωB97M-V/def2-TZVPD.

Geometry as ORCA input:
```
! RIJCOSX wB97M-V def2-TZVPD def2/J DEFGRID3
* xyz 3 4
H 2.05 1.84 -0.53
O 0.33 -1.27 -1.56
O -0.88 1.11 -1.60
H -0.98 0.85 -2.54
H -0.10 2.41 1.25
H 0.91 -1.22 -2.35
H -2.21 -1.38 0.64
H -1.52 1.84 1.51
H -2.79 0.03 0.35
Cr -0.01 -0.01 -0.02
O -2.00 -0.53 0.21
O 1.77 0.97 -0.86
O -0.68 1.64 1.06
H -0.12 -2.14 -1.62
H 1.41 -0.51 2.39
H 0.84 -2.60 1.19
H 2.16 0.90 -1.75
H -0.69 -2.65 1.39
H 2.17 0.70 1.77
O 1.46 0.05 1.59
O 0.02 -2.07 1.06
H -1.13 2.05 -1.56
*
```

Calculated values
HOMO (alpha / beta) = -24.67 / -24.63 eV
energy above the lowest of the compared OMol25 structures with the same formula, charge and spin = 7.59 kcal/mol
electronic energy = -1578.455459 hartree

A molecular structure, CsF2NO4S2, computed with ωB97M-V/def2-TZVPD.

Geometry as ORCA input:
```
! RIJCOSX wB97M-V def2-TZVPD def2/J DEFGRID3
* xyz 0 1
Cs -2.39 -5.24 -0.10
S 0.16 1.00 -1.08
O -0.43 1.09 2.00
N -0.27 -0.35 -0.12
S 0.42 0.29 1.09
F -0.92 0.59 -2.23
O -0.30 2.36 -0.69
O 1.45 0.84 -1.80
F 0.39 -1.17 1.85
O 1.87 0.57 1.08
*
```

Calculated values
HOMO = -8.69 eV
energy above the lowest of the compared OMol25 structures with the same formula, charge and spin = 76.05 kcal/mol
electronic energy = -1371.861677 hartree

A molecular structure, CsO4S, computed with ωB97M-V/def2-TZVPD.

Geometry as ORCA input:
```
! RIJCOSX wB97M-V def2-TZVPD def2/J DEFGRID3
* xyz -1 1
O -0.36 1.00 -0.83
O 0.00 -1.38 -1.11
O 1.74 0.26 -1.50
S 0.59 -0.11 -0.71
O 0.95 -0.11 0.70
Cs -2.93 0.35 3.45
*
```

Calculated values
HOMO = -1.60 eV
energy above the lowest of the compared OMol25 structures with the same formula, charge and spin = 77.50 kcal/mol
electronic energy = -719.238181 hartree

A molecular structure, CuH10O5, computed with ωB97M-V/def2-TZVPD.

Geometry as ORCA input:
```
! RIJCOSX wB97M-V def2-TZVPD def2/J DEFGRID3
* xyz 0 2
O -23.12 25.19 3.12
O -24.54 23.39 0.15
H -23.75 25.81 2.75
O -23.19 21.17 2.45
H -24.14 21.12 2.57
H -22.49 25.74 3.59
H -25.06 24.18 0.04
H -19.91 23.77 0.25
H -20.89 23.20 -0.75
H -20.80 24.87 3.46
O -20.85 23.63 0.10
Cu -22.50 23.29 1.86
H -19.60 24.01 3.12
O -20.55 23.98 3.21
H -22.83 20.55 3.09
H -24.81 22.82 -0.57
*
```

Calculated values
HOMO (alpha / beta) = -3.04 / -8.22 eV
energy above the lowest of the compared OMol25 structures with the same formula, charge and spin = 3.35 kcal/mol
electronic energy = -2022.564996 hartree

A molecular structure, CuH14O7, computed with ωB97M-V/def2-TZVPD.

Geometry as ORCA input:
```
! RIJCOSX wB97M-V def2-TZVPD def2/J DEFGRID3
* xyz 1 1
O 3.31 -0.26 -3.04
H -1.48 4.22 1.36
O -2.22 3.64 1.17
H 3.38 -2.82 1.90
H 2.76 4.62 0.43
H -3.68 -1.66 3.15
H -2.10 -4.85 0.52
H -3.37 -0.77 4.33
H 2.89 -2.86 3.33
O -2.54 0.41 -4.18
H -2.57 0.08 -5.07
H 3.23 -0.05 -3.97
O 2.97 3.76 0.05
O -4.07 -1.29 3.94
H 4.13 0.17 -2.77
O 2.82 -2.36 2.52
O -1.39 -4.28 0.23
H -0.81 -4.86 -0.27
H 3.84 3.87 -0.32
Cu 0.07 -0.23 -0.16
H -2.19 1.30 -4.26
H -2.98 4.22 1.11
*
```

Calculated values
HOMO = -13.60 eV
energy above the lowest of the compared OMol25 structures with the same formula, charge and spin = 91.99 kcal/mol
electronic energy = -2175.200501 hartree

A molecular structure, F10H12N5Na2O26S10, computed with ωB97M-V/def2-TZVPD.

Geometry as ORCA input:
```
! RIJCOSX wB97M-V def2-TZVPD def2/J DEFGRID3
* xyz -3 1
O 2.81 0.80 5.33
O -2.69 2.07 -1.26
F -2.16 2.63 0.94
H -1.38 -5.68 1.93
S -4.39 4.33 -1.35
O 3.23 7.01 -0.21
F 1.95 6.52 1.71
H 1.40 -1.98 -1.82
O -2.13 0.09 -3.83
F -1.37 -3.93 -1.43
F 2.20 1.15 3.07
H -1.86 -0.20 -2.95
F 1.26 3.04 -1.41
O 3.47 3.59 6.32
N -3.93 4.00 0.11
Na 3.52 -1.40 -1.47
S 1.96 6.46 0.12
F -1.64 -8.07 -3.63
O 3.57 -0.02 0.62
O 0.89 5.22 -2.24
H -2.76 -3.91 0.61
O -0.57 -5.20 1.76
H -4.06 -4.24 1.33
H 3.55 -0.15 1.58
H 0.49 -2.63 -2.86
F -5.64 5.27 -0.84
O 3.16 4.38 -1.99
S 0.51 -2.00 1.03
O -3.26 -4.64 0.99
O -1.07 -3.74 -3.76
F 1.69 -3.06 1.23
H 2.69 -0.29 0.33
F 1.94 5.25 5.48
O 0.99 3.41 6.55
N 1.27 -1.20 -0.28
S 1.81 1.53 4.56
S -2.52 3.29 -0.47
H 3.92 -3.92 -0.07
O -0.93 -6.32 -5.01
O -5.09 3.31 -2.10
O -3.65 5.33 -2.09
O 0.07 0.97 0.36
O -3.31 -3.89 -2.77
N 1.78 4.76 0.11
H 5.22 -3.19 0.24
Na -0.60 -1.30 4.91
O 4.56 -3.31 -0.45
S 1.86 4.54 -1.42
O -1.12 -0.61 -1.04
O 0.46 1.04 4.72
S -1.96 -4.40 -2.84
N 1.98 3.20 4.26
S 0.12 -0.20 -0.50
O -1.42 4.18 -0.70
O 0.57 -1.36 2.33
S 2.16 3.69 5.71
N -1.66 -6.02 -2.58
O -3.31 -6.51 -4.38
O -0.70 -2.72 0.75
O 0.77 7.21 -0.20
S -1.94 -6.52 -3.98
H -2.23 1.05 -3.74
F 0.89 0.39 -1.77
H -0.81 -4.57 1.06
O 1.42 -2.55 -2.60
*
```

Calculated values
HOMO = -2.30 eV
electronic energy = -7542.376844 hartree

A molecular structure, F18InN2O6P3, computed with ωB97M-V/def2-TZVPD.

Geometry as ORCA input:
```
! RIJCOSX wB97M-V def2-TZVPD def2/J DEFGRID3
* xyz -2 1
F -1.75 -5.87 1.14
F -3.42 -4.77 2.09
N 5.79 -0.61 3.61
F -3.42 -7.15 1.69
P -4.72 1.15 -2.38
F 4.70 4.08 -2.91
F -5.33 2.67 -2.64
F -3.15 1.61 -2.48
O 4.88 -1.35 3.87
F 4.18 2.12 -3.81
F 2.71 3.60 -3.88
F -1.53 -7.25 2.91
In 1.15 -1.21 0.00
O 5.54 0.32 2.78
F -4.73 0.54 -3.96
P 4.24 3.57 -4.43
F -3.99 -0.27 -1.94
F -1.47 -4.95 3.17
P -2.50 -6.03 2.49
O -0.44 3.71 2.80
F 4.09 5.14 -4.92
F 5.83 3.64 -4.90
F -6.29 0.62 -2.07
F -4.60 1.45 -0.75
O 6.87 -0.79 4.04
F 3.69 3.13 -5.86
F -3.16 -6.37 3.98
O -1.39 4.01 4.62
N -0.88 3.25 3.81
O -0.90 2.02 3.94
*
```

Calculated values
HOMO = -6.90 eV
energy above the lowest of the compared OMol25 structures with the same formula, charge and spin = 161.00 kcal/mol
electronic energy = -3572.899044 hartree

A molecular structure, F2FeH8O4, computed with ωB97M-V/def2-TZVPD.

Geometry as ORCA input:
```
! RIJCOSX wB97M-V def2-TZVPD def2/J DEFGRID3
* xyz 0 5
O 7.84 27.89 -8.99
Fe 5.76 27.13 -8.66
F 5.96 27.13 -6.53
H 5.91 25.97 -11.33
O 3.80 26.33 -8.72
H 3.26 25.86 -8.09
O 5.68 26.80 -10.91
H 8.11 28.65 -8.47
H 7.19 24.70 -9.32
H 5.86 24.55 -8.60
H 5.52 27.40 -11.63
O 6.50 25.21 -8.90
F 5.12 29.08 -8.90
H 3.19 26.63 -9.39
H 8.44 27.89 -9.74
*
```

Calculated values
HOMO (alpha / beta) = -8.61 / -7.48 eV
energy above the lowest of the compared OMol25 structures with the same formula, charge and spin = 16.89 kcal/mol
electronic energy = -1769.216052 hartree